{
  "formula": "C9H14O",
  "method": "wB97M-V/def2-TZVPD",
  "homo_ev": [-14.29, -14.52],
  "charge": 1,
  "relative_energy_kcal_mol": 40.2,
  "multiplicity": 2,
  "elements": ["C", "C", "H", "H", "H", "H", "H", "H", "C", "C", "C", "C", "C", "C", "C", "O", "H", "H", "H", "H", "H", "H", "H", "H"],
  "xyz": [[-3.47431, 0.07963, 0.35716], [-3.10886, -1.15953, -0.43787], [-4.22598, -0.03404, 1.23003], [-2.52090, 0.44477, 0.80048], [-4.00569, 0.87793, -0.25766], [-2.17090, -1.07480, -1.01610], [-3.87088, -1.52880, -1.13194], [-2.98608, -2.05778, 0.22295], [1.27246, 0.12589, 2.79571], [-0.16257, 0.72360, -0.68386], [-0.01208, 0.74972, 0.72346], [0.88915, 0.24162, -1.38586], [1.02897, 0.07222, 1.35836], [1.90448, -0.51332, -0.71665], [2.07937, -0.42005, 0.58314], [1.10419, 0.28167, -2.73196], [-1.11829, 1.05992, -1.06076], [-0.77416, 1.38516, 1.25795], [0.22604, 0.43476, -3.24844], [2.68306, -1.03042, -1.36062], [2.45689, 0.36616, 2.99951], [1.07227, -0.68188, 3.47868], [2.98496, -0.87021, 1.10114], [0.91635, 1.05719, 3.27894]],
  "forces_ev_per_angstrom": [[-1.1938, 1.1535, 0.7683], [-0.3111, -1.7957, 0.2953], [1.3619, -0.4237, -1.3705], [-0.9766, 0.2323, -0.1577], [1.1419, -0.8196, 0.5080], [-0.3784, 0.1806, 0.2472], [-0.0444, 0.5094, -0.0276], [0.1985, 0.8587, -0.2852], [3.2656, 2.7304, 2.2053], [-1.6252, 0.9464, 3.0765], [-2.2686, 1.0411, -1.7061], [1.5028, -1.9721, -3.2572], [1.0406, 1.1876, 1.1128], [2.6123, -0.1675, -2.9994], [1.4556, -2.0862, 1.9069], [-2.9292, 0.0832, 0.7549], [0.3117, 0.4660, -0.4896], [1.0040, -1.1755, -0.2192], [2.0600, 0.0487, 1.1874], [-1.1538, 0.8318, 0.7247], [-2.5336, -1.0802, -0.8332], [-0.4015, -0.6819, -0.2288], [-1.3915, 0.5271, -0.7963], [-0.7472, -0.5945, -0.4162]]
}